Entry from the Open Molecules 2025 dataset: a cluster of 7 separate species, C38H114N18O7P6S in total in a non-equilibrium geometry (wB97M-V/def2-TZVPD).

Last column: Löwdin charge in e.
Geometry (Å):
S (-1.30281, 12.12266, 3.52469)  0.801
P (0.20832, 19.75358, 6.54619)  0.594
P (-0.29178, 2.98345, 8.50927)  0.609
P (1.23662, 19.83236, -4.49750)  0.641
P (-8.79724, 19.16146, -0.76732)  0.688
P (8.01797, 6.15166, -0.34780)  0.628
P (-3.39021, 5.56756, -3.91391)  0.592
O (8.70926, 6.05095, -1.68814)  -0.323
O (-1.23092, 10.86012, 2.71736)  -0.573
O (-4.68367, 6.16372, -4.33905)  -0.292
O (-0.91867, 19.15103, 5.81483)  -0.294
O (-7.87325, 18.43033, -1.70201)  -0.311
O (1.89977, 19.14257, -5.69691)  -0.337
O (0.01222, 2.86437, 9.97642)  -0.312
N (-0.58711, 1.47902, 7.78971)  -0.317
N (-8.59241, 20.89624, -0.64468)  -0.339
N (1.42082, 18.59831, 6.80137)  -0.337
N (1.11567, 21.06867, 5.84418)  -0.300
N (2.40437, 20.25315, -3.26731)  -0.298
N (-0.39049, 20.34163, 8.09992)  -0.299
N (0.89499, 3.76992, 7.52323)  -0.307
N (-10.51557, 19.08307, -1.25172)  -0.303
N (6.82409, 7.38711, -0.14750)  -0.320
N (-3.34233, 5.10093, -2.23607)  -0.307
N (9.02271, 6.40507, 1.04654)  -0.295
N (-8.76478, 18.62722, 0.87840)  -0.311
N (0.09028, 18.94191, -3.62719)  -0.324
N (-3.08410, 4.06642, -4.69474)  -0.309
N (-1.73320, 3.85889, 8.18149)  -0.312
N (0.24385, 21.21462, -4.85196)  -0.294
N (7.19904, 4.65817, 0.00361)  -0.308
N (-2.00155, 6.52664, -4.13590)  -0.280
C (0.06769, 0.87661, 6.63787)  -0.117
C (0.71807, 4.87614, 6.63753)  -0.128
C (-1.76531, 6.77898, -5.59074)  -0.117
C (-10.98328, 18.93054, -2.57952)  -0.158
C (-7.84584, 19.18121, 1.89858)  -0.090
C (5.76143, 4.42104, -0.43879)  -0.083
C (-2.33515, 4.68287, 9.22711)  -0.124
C (-9.38814, 21.76602, 0.20821)  -0.119
C (0.77339, 21.69898, 4.57146)  -0.128
C (-0.40925, 19.44844, -2.28421)  -0.074
C (-1.80033, 13.52617, 2.37074)  -0.235
C (8.00330, 3.43008, 0.18370)  -0.123
C (0.52690, 20.38465, 9.27459)  -0.125
C (-7.42918, 21.50484, -1.24346)  -0.130
C (-2.74222, 12.03747, 4.64700)  -0.266
C (-11.64082, 19.47108, -0.30978)  -0.105
C (-1.36027, 0.48609, 8.49245)  -0.131
C (2.40589, 18.29178, 5.72116)  -0.077
C (2.91625, 19.20947, -2.35557)  -0.119
C (-1.40139, 21.40603, 8.08274)  -0.123
C (2.28502, 3.36306, 7.59971)  -0.142
C (3.45082, 21.22577, -3.59024)  -0.139
C (-9.50132, 17.47339, 1.29601)  -0.158
C (6.29633, 8.27767, -1.18104)  -0.116
C (10.40147, 6.94429, 0.91270)  -0.107
C (0.98766, 17.46303, 7.52159)  -0.164
C (0.34227, 22.48541, -4.14596)  -0.155
C (-0.20379, 17.51443, -3.85844)  -0.102
C (-4.27352, 3.21645, -4.90483)  -0.104
C (5.89826, 7.29968, 1.01160)  -0.124
C (-2.04019, 4.96786, -1.64470)  -0.147
C (-0.81228, 21.10247, -5.91495)  -0.093
C (-4.39132, 5.66617, -1.37240)  -0.110
C (2.23577, 21.75238, 6.59216)  -0.089
C (8.69213, 5.76663, 2.39494)  -0.114
C (-1.86939, 3.40010, -4.94497)  -0.167
C (-2.55829, 3.71407, 6.95826)  -0.098
C (-2.11934, 7.84877, -3.40260)  -0.104
H (-3.42213, 4.60187, 9.23094)  0.076
H (3.18994, 19.04891, 5.73111)  0.069
H (2.80724, 17.29301, 5.89285)  0.077
H (-0.55361, 20.29166, -6.59598)  0.069
H (-1.27438, 0.55866, 9.57663)  0.078
H (-2.46393, 12.99321, 1.68978)  0.041
H (0.80217, 21.42140, 9.46815)  0.070
H (-2.96708, 8.42767, -3.76908)  0.077
H (-4.32403, 2.21750, -4.47164)  0.083
H (7.16934, 8.66921, -1.70320)  0.077
H (-0.98807, 14.00371, 1.82275)  0.043
H (-1.20571, -0.55961, 8.22647)  0.079
H (0.02366, 4.66565, 5.82415)  0.070
H (-4.33394, 5.25767, -0.36346)  0.079
H (0.50138, 22.73312, 4.78275)  0.077
H (-7.08161, 18.44628, 2.15139)  0.080
H (-0.53840, 0.10253, 6.16718)  0.082
H (3.85160, 18.80082, -2.73795)  0.081
H (2.39486, 2.62511, 8.39436)  0.079
H (0.09639, 17.77114, 8.06824)  0.074
H (-1.81491, 5.82643, -6.11827)  0.066
H (-2.26160, 7.76785, -2.32496)  0.065
H (-2.85128, 13.01960, 5.10703)  0.048
H (-1.81742, 21.47778, 9.08767)  0.083
H (-1.32401, 8.56518, -3.60831)  0.080
H (-2.00529, 3.16847, 6.19366)  0.073
H (5.76428, 9.15036, -0.80234)  0.082
H (4.87294, 7.16778, 0.66604)  0.073
H (3.00242, 21.04178, 6.90097)  0.065
H (-1.37157, 19.00039, -2.03664)  0.073
H (8.89230, 3.67597, 0.76451)  0.054
H (7.84332, 5.08328, 2.36946)  0.056
H (-7.62205, 22.52959, -1.56092)  0.082
H (-2.33987, 7.56919, -6.07399)  0.083
H (3.11134, 19.64956, -1.37763)  0.082
H (10.93857, 6.90268, 1.86029)  0.075
H (3.01278, 4.12670, 7.87414)  0.079
H (-4.43215, 3.17433, -5.98241)  0.083
H (-2.54098, 11.30225, 5.42613)  0.045
H (-0.95205, 22.39128, 7.95836)  0.061
H (-1.93050, 2.78916, -5.84558)  0.083
H (-3.60047, 11.65765, 4.09271)  0.054
H (5.65692, 3.73138, -1.27637)  0.075
H (4.06865, 21.48241, -2.72970)  0.082
H (0.33335, 23.27616, -4.89612)  0.073
H (-1.09222, 17.30710, -3.26195)  0.072
H (7.47923, 2.59433, 0.64738)  0.087
H (-11.58141, 18.02256, -2.65634)  0.078
H (-0.38409, 17.36164, -4.92251)  0.077
H (-2.93707, 4.70935, 6.72577)  0.078
H (-8.77806, 22.18121, 1.01041)  0.080
H (-11.33127, 19.10055, 0.66746)  0.048
H (5.18299, 4.01472, 0.39091)  0.075
H (1.66645, 5.15387, 6.17760)  0.082
H (0.12792, 19.87944, 10.15418)  0.076
H (-4.28886, 6.74679, -1.27320)  0.068
H (0.67039, 16.63265, 6.89079)  0.086
H (2.67504, 3.02799, 6.63861)  0.078
H (-11.62774, 19.77376, -2.82807)  0.079
H (-10.17342, 18.84390, -3.30390)  0.080
H (-11.98324, 20.50424, -0.36818)  0.075
H (-10.36488, 17.70561, 1.91926)  0.072
H (10.34468, 7.99378, 0.62389)  0.071
H (-12.51476, 18.86308, -0.54359)  0.077
H (-9.93001, 22.53045, -0.34868)  0.087
H (0.25053, 19.09363, -1.49245)  0.065
H (-0.50639, 20.52690, -2.40913)  0.063
H (-6.64233, 21.50398, -0.48917)  0.070
H (-2.02519, 5.71130, 9.04171)  0.075
H (-1.40307, 5.84862, -1.56435)  0.066
H (-7.14118, 20.83079, -2.05019)  0.069
H (1.16086, 22.64959, -3.44519)  0.063
H (10.92337, 6.41900, 0.11284)  0.071
H (-8.38589, 19.43117, 2.81180)  0.082
H (1.81184, 17.16747, 8.17079)  0.089
H (0.63008, 16.90045, -3.51818)  0.069
H (1.03014, 0.50962, 6.99434)  0.081
H (-8.96424, 16.69700, 1.84085)  0.082
H (5.67766, 7.69887, -1.86686)  0.076
H (0.24747, 1.62698, 5.86798)  0.069
H (-1.01460, 21.97425, -6.53716)  0.076
H (-10.08444, 21.07152, 0.67824)  0.047
H (0.33757, 5.74156, 7.18009)  0.080
H (-0.53518, 22.78650, -3.57367)  0.069
H (-5.29305, 5.49413, -1.96010)  0.072
H (-2.40967, 0.61487, 8.22736)  0.075
H (-2.25015, 4.57024, -0.65176)  0.081
H (6.17411, 6.52643, 1.72860)  0.062
H (4.21601, 20.88335, -4.28690)  0.076
H (-1.60176, 2.62344, -4.22853)  0.074
H (2.77848, 22.36656, 5.87359)  0.073
H (-0.76602, 7.21425, -5.58511)  0.079
H (-2.01946, 21.37428, 7.18548)  0.080
H (8.60868, 3.19855, -0.69266)  0.076
H (9.46097, 5.02121, 2.59824)  0.066
H (8.64967, 6.54545, 3.15635)  0.078
H (-0.06968, 21.19796, 4.09574)  0.073
H (3.05406, 22.05541, -4.17536)  0.066
H (2.29570, 18.32049, -2.24269)  0.065
H (-9.86323, 16.93804, 0.41821)  0.083
H (5.39058, 5.38522, -0.78653)  0.053
H (-7.32965, 20.07326, 1.54375)  0.066
H (-3.47688, 3.22171, 7.27743)  0.072
H (-5.14106, 3.76421, -4.53683)  0.064
H (1.58874, 21.65546, 3.84937)  0.075
H (-1.44921, 4.26063, -2.22663)  0.069
H (-2.38241, 14.32947, 2.82237)  0.043
H (-2.10007, 4.47043, 10.27003)  0.074
H (1.87000, 18.10306, 4.79094)  0.082
H (5.83215, 8.28308, 1.47705)  0.077
H (-1.78677, 20.78172, -5.54676)  0.070
H (1.88909, 22.43074, 7.37175)  0.070
H (1.43737, 19.81407, 9.09131)  0.061
H (-1.03359, 4.09972, -4.93542)  0.076

Forces on the atoms, in the same order (eV/Å):
S 1.0150 0.4005 0.0509
P 1.0570 1.3600 0.8294
P -0.6111 0.5568 -0.4617
P 0.4049 -0.6247 -0.5755
P -1.8225 1.0536 0.1825
P -0.2770 -0.7234 0.2158
P 0.1182 -1.6476 0.9767
O -0.7063 1.1417 2.1340
O -0.5304 0.8389 0.2569
O 0.6812 -0.4683 0.4937
O -0.1427 0.9373 -0.6910
O -1.3901 1.5243 1.0661
O -2.0562 1.3492 2.4328
O -0.2762 0.3855 -1.9193
N 0.4704 -0.0872 -0.3526
N 0.1207 -1.4549 -0.5625
N 0.5141 1.7460 -0.7555
N -0.0929 -0.9945 0.7583
N -0.9328 0.2615 -0.6414
N 1.6292 -1.2594 -0.7274
N -0.0171 -1.5030 1.2283
N 1.2096 0.2318 3.0755
N -0.1087 -1.0035 0.7564
N -0.4821 1.4059 -1.3883
N -0.9828 -1.4831 0.1292
N 0.3073 1.2158 -0.9031
N -0.2646 -0.4351 0.7490
N -1.4954 0.9698 0.5864
N 1.2253 -1.0701 0.7778
N 1.1114 -0.2334 0.0075
N -0.9936 0.1429 0.0142
N -1.0124 0.8418 -0.2489
C 0.7411 1.2411 0.0113
C -1.0514 0.7481 -0.2328
C 1.1346 0.2822 0.9713
C 0.1338 -0.2937 -0.8333
C -0.2935 -0.1940 -0.7557
C 1.7574 0.6961 0.1682
C 0.0893 0.4879 -0.1214
C 0.0138 -1.8445 0.2099
C -0.3637 -0.2584 0.4462
C 0.6821 -0.5538 -1.8693
C -0.9834 -0.8908 0.2165
C 1.3246 1.5558 -0.2541
C -0.1771 -0.1683 -1.0053
C 0.2186 -0.9340 0.3959
C 0.1512 -0.1578 -0.6712
C 1.3465 -1.6416 -0.6943
C -1.4260 0.1081 0.9044
C -1.1603 -0.1002 0.7910
C 0.0666 -0.0191 -0.6411
C 1.4175 0.3261 -0.2370
C 0.2950 -0.5830 0.6477
C 0.2670 -0.3576 -1.0469
C -0.6447 -0.9889 -0.4909
C 1.3352 -0.7837 -0.5757
C -1.1233 0.0159 -0.5461
C -0.5150 -0.5243 0.7579
C -0.7533 0.8722 -0.5793
C 0.5945 1.0314 0.0604
C -0.5624 1.5472 -0.4853
C 0.3468 0.5461 -0.6561
C 0.1980 -0.7407 0.2146
C 0.5807 -1.1016 0.5434
C 0.4871 0.4442 -1.1951
C -0.7487 -0.6428 -1.3224
C 0.9708 -0.0343 -1.7567
C 1.3043 -0.4938 0.2443
C 0.1380 0.2528 2.0024
C -0.6708 -0.0849 -0.5769
H -0.1539 0.0635 -0.4923
H -0.0949 -0.1849 -0.5802
H 0.3706 0.1871 0.6104
H 0.4045 0.0766 -0.0498
H 0.0861 0.1396 -0.0164
H 0.0399 0.1557 -0.3104
H 0.0550 0.0233 0.3798
H -0.5370 -0.2832 -0.1022
H 0.7576 0.0430 0.2363
H -0.2118 -0.0041 -0.4305
H 0.3267 -0.5944 0.2785
H 0.8769 0.1706 -0.2151
H -0.1113 -0.0133 -0.1236
H -0.3222 -0.4286 -0.2364
H -0.0373 0.1964 -0.3896
H 0.0528 -0.1107 0.0078
H -0.0090 -0.0378 0.3107
H 0.2867 0.1137 -0.0869
H 0.0638 -0.3805 -0.3007
H 0.1140 -0.3927 0.5244
H 0.0827 0.3456 -0.1825
H 0.2442 -0.4197 -0.1099
H -0.2938 -0.0349 -0.1529
H -0.8948 -0.4183 -0.3786
H 0.7336 -0.7359 -0.0069
H -0.3364 0.3126 -0.0948
H -0.0761 -0.3167 0.4436
H -0.1415 -0.6089 -0.1431
H -0.3445 -0.1301 0.5994
H -0.2089 0.1375 -0.4697
H -0.3050 0.1340 1.0262
H -0.5459 0.8392 -0.2384
H -0.0886 -0.1167 -0.2308
H -0.8493 -0.2818 0.2481
H -0.0849 0.0068 0.0706
H -0.1290 -0.2889 -0.0671
H -0.4399 0.7201 0.2772
H -0.0331 -0.4786 -0.1459
H 0.4056 0.0515 -0.1223
H 0.6671 0.3763 0.0302
H 0.0982 0.5246 -0.6520
H -0.1919 0.4435 -0.0281
H 0.4212 -0.1055 -0.0920
H -0.6713 0.4851 0.3560
H 0.6026 0.2605 -0.1631
H 0.0017 -0.3253 -0.2851
H -0.1255 0.1832 -0.2912
H -0.2036 -0.1636 -0.1730
H -0.0052 -0.2545 0.1335
H 0.5367 0.1514 -0.8353
H 0.0789 0.3743 -0.0016
H -0.1979 0.8104 0.2331
H -0.0768 0.2308 0.0872
H 0.0047 -0.0942 0.1376
H -0.5702 0.3832 0.0968
H -0.0037 0.2892 0.1471
H 0.0902 -0.1782 -0.1853
H -0.2242 -0.5936 -0.1329
H 0.0069 0.1543 -0.3521
H 0.0414 0.1293 0.0661
H 0.4558 0.1819 0.1339
H -0.1609 0.2406 0.1351
H 0.0855 0.1211 -0.0030
H -0.0277 -0.1828 -0.3102
H 0.1038 0.0860 -0.0236
H 0.2804 0.5978 0.1658
H 0.1237 -0.0598 0.6615
H 0.5530 0.3741 -0.1147
H -0.4097 0.3644 0.1691
H -0.2627 0.4569 0.1039
H 0.3692 0.5030 -0.2401
H 0.2234 -0.6110 -0.4247
H 0.2493 -0.0653 0.1863
H -0.1547 0.0514 0.0224
H -0.2854 -0.4389 0.3359
H -0.0841 -0.3965 -0.0514
H 0.1527 -0.5474 -0.5529
H 0.7080 0.3056 0.1129
H -0.2786 0.3483 -0.2534
H 0.1648 0.0737 -0.0287
H 0.6765 0.4172 0.3522
H -0.3203 0.5833 0.2608
H -0.0156 0.2444 -0.1195
H -0.5589 -0.6823 0.3230
H -0.4208 -0.0581 0.8432
H -0.4232 0.1405 0.2243
H 0.5649 -0.1462 0.1339
H -0.0289 0.1728 -0.1464
H 0.0491 -0.8965 -0.2544
H -0.1472 -0.0383 0.7690
H -0.2209 0.1414 -0.1951
H 0.3796 -0.4400 -0.4706
H -0.6586 -0.7248 0.5957
H -0.9504 -0.7312 -0.8533
H 0.6065 0.3806 0.4019
H -0.1724 -0.2579 0.0872
H -0.1032 -0.0351 0.2437
H -0.1781 0.3849 0.7127
H -0.4878 0.3927 -0.0902
H -0.2279 0.1201 -0.0799
H -0.3113 -0.1357 0.2478
H -0.1792 -0.0137 -0.1334
H -0.0673 -0.7087 -0.3871
H -0.0387 -0.0716 0.0860
H 0.2602 0.0997 0.0874
H -0.0005 -0.2428 0.1504
H 0.0648 -0.2052 0.4830
H 0.7269 -0.5397 -0.3066
H 0.1813 0.7907 -0.4651
H 0.4444 0.0340 0.4099
H -0.0761 0.1639 0.6626
H -0.0146 -0.3107 0.2638
H 0.0648 0.1800 -0.4270
H 0.0560 -0.0869 -0.3987

Results
Gap between HOMO and LUMO (eV): 8.52
Energy relative to the best compared isomer or geometry (same formula, charge and spin) (kJ/mol): 583.0
Total energy (eV): -148978.68866
Charge: 0
LUMO energy (Eh): 0.0087